No. 1
Here is 2 unconnected molecules or ions with the total composition C17H19N at a distorted geometry from the OMol25 dataset. Energies are from ωB97M-V/def2-TZVPD.

```
! RIJCOSX wB97M-V def2-TZVPD def2/J DEFGRID3
* xyz 0 1
N -1.66281 -2.16139 1.43084
C -2.34273 0.02050 1.92425
C -2.33682 -1.64801 0.30539
C 2.23401 -1.46739 -2.87971
C 2.31100 1.23776 -3.39140
C 2.49898 -1.09229 -4.24184
C -1.47101 -1.09235 2.30635
C 2.28838 0.28300 -4.46194
C 3.28797 2.43267 -0.37262
C -3.05003 -0.46235 0.66489
C 2.03167 1.71486 -0.98424
C -3.87062 0.42211 -0.20904
C -2.39053 1.10545 2.84830
C -0.65426 -0.08754 4.13276
C 2.34814 -0.56691 -1.87944
C 2.24877 0.82041 -2.07056
C -0.50071 -1.23699 3.30546
C -1.59045 0.94659 4.02872
H -2.84523 2.18602 2.79727
H -3.40175 1.35919 -0.50202
H 2.27854 -2.62060 -2.78164
H 0.00646 -0.01697 4.87221
H 2.77828 -1.91228 -4.96174
H -4.75248 0.69182 0.41456
H 3.46909 3.43054 -0.70230
H -2.35012 -2.03492 -0.62569
H 1.59259 1.15912 -0.04939
H 1.24070 2.43057 -1.16838
H -1.17862 -2.94873 1.41886
H -4.24899 -0.10021 -1.08619
H -1.58046 1.70950 4.87788
H 2.58939 -1.04522 -0.90351
H 3.99722 1.67442 -0.79173
H 3.24652 2.36083 0.68793
H 0.27646 -1.98893 3.52037
H 2.01902 2.15720 -3.71614
H 2.25243 0.66128 -5.46816
*
```

Structure (SMILES): Cc1c[nH]c2ccccc12.CCc1ccccc1
E: -19423.548 eV

Atom-resolved charges from natural (NBO), all expressed in e: atom 1 (N): -0.529, atom 2 (C): -0.103, atom 3 (C): -0.021, atom 4 (C): -0.194, atom 5 (C): -0.212, atom 6 (C): -0.219, atom 7 (C): 0.162, atom 8 (C): -0.201, atom 9 (C): -0.599, atom 10 (C): -0.072, atom 11 (C): -0.420, atom 12 (C): -0.636, atom 13 (C): -0.204, atom 14 (C): -0.201, atom 15 (C): -0.226, atom 16 (C): -0.038, atom 17 (C): -0.259, atom 18 (C): -0.251, atom 19 (H): 0.231, atom 20 (H): 0.217, atom 21 (H): 0.207, atom 22 (H): 0.189, atom 23 (H): 0.223, atom 24 (H): 0.218, atom 25 (H): 0.208, atom 26 (H): 0.201, atom 27 (H): 0.213, atom 28 (H): 0.218, atom 29 (H): 0.390, atom 30 (H): 0.219, atom 31 (H): 0.217, atom 32 (H): 0.215, atom 33 (H): 0.210, atom 34 (H): 0.209, atom 35 (H): 0.232, atom 36 (H): 0.203, atom 37 (H): 0.205

---

No. 2
Here is a single C17H19N3O2S molecule from the OMol25 dataset. Energies are from ωB97M-V/def2-TZVPD.

```
! RIJCOSX wB97M-V def2-TZVPD def2/J DEFGRID3
* xyz 0 1
S -4.48276 -1.11162 1.24806
O 5.40557 1.63642 -0.38408
O -2.03227 -3.15335 -1.12085
N -1.68732 -1.42478 0.33253
N -4.47574 0.36765 -0.94927
N 3.86141 -0.63304 0.39825
C -4.73234 0.38586 0.34554
C -0.29905 -1.24170 0.30695
C -5.19268 1.51374 1.02374
C 1.60696 -0.01876 1.13642
C 4.63162 -0.63208 -0.83080
C 4.79634 0.80548 -1.34730
C 0.24626 -0.25096 1.11512
C -4.66996 1.47723 -1.64235
C -5.39148 2.66566 0.28976
C 0.55735 -2.00693 -0.47876
C 2.48069 -0.77801 0.35172
C -3.94145 -2.23197 -0.07104
C -5.12550 2.65412 -1.07534
C 1.91560 -1.77953 -0.44804
C 4.49016 0.23895 1.36820
C 4.65759 1.65931 0.81293
C -2.43835 -2.31968 -0.34011
H -4.44514 1.40278 -2.69789
H 3.92546 0.24138 2.29917
H 5.44580 0.83235 -2.22369
H 0.15248 -2.78680 -1.10128
H 5.61954 -1.05417 -0.61685
H 1.97681 0.77105 1.77119
H 5.48663 -0.17109 1.57074
H 5.21501 2.29028 1.50726
H 4.14513 -1.23462 -1.59432
H -5.27015 3.53561 -1.67884
H -5.38546 1.46561 2.08347
H -5.75012 3.56312 0.77199
H -4.43233 -1.89840 -0.98723
H 3.80538 1.20674 -1.61514
H -4.30488 -3.22587 0.19058
H 2.55379 -2.41373 -1.04326
H -0.40369 0.35427 1.73282
H 3.66973 2.10758 0.62392
H -2.18461 -0.80809 0.96606
*
```

Structure (SMILES): O=C(CSc1ccccn1)Nc1ccc(N2CCOCC2)cc1
E: -37337.993 eV

Atom-resolved charges from natural (NBO), all expressed in e: atom 1 (S): 0.240, atom 2 (O): -0.526, atom 3 (O): -0.616, atom 4 (N): -0.601, atom 5 (N): -0.469, atom 6 (N): -0.434, atom 7 (C): 0.062, atom 8 (C): 0.113, atom 9 (C): -0.266, atom 10 (C): -0.224, atom 11 (C): -0.237, atom 12 (C): -0.085, atom 13 (C): -0.225, atom 14 (C): 0.059, atom 15 (C): -0.152, atom 16 (C): -0.222, atom 17 (C): 0.147, atom 18 (C): -0.627, atom 19 (C): -0.276, atom 20 (C): -0.229, atom 21 (C): -0.244, atom 22 (C): -0.086, atom 23 (C): 0.673, atom 24 (H): 0.199, atom 25 (H): 0.212, atom 26 (H): 0.194, atom 27 (H): 0.257, atom 28 (H): 0.197, atom 29 (H): 0.202, atom 30 (H): 0.202, atom 31 (H): 0.194, atom 32 (H): 0.213, atom 33 (H): 0.223, atom 34 (H): 0.226, atom 35 (H): 0.221, atom 36 (H): 0.283, atom 37 (H): 0.164, atom 38 (H): 0.254, atom 39 (H): 0.210, atom 40 (H): 0.203, atom 41 (H): 0.163, atom 42 (H): 0.407

---

No. 3
Here is a single C17H19N3O3 molecule at a distorted geometry from the OMol25 dataset. Energies are from ωB97M-V/def2-TZVPD.

```
! RIJCOSX wB97M-V def2-TZVPD def2/J DEFGRID3
* xyz 0 1
O 0.32514 -3.50324 -0.41854
O 0.57826 -1.57155 -2.97898
O -0.74933 -0.84630 -1.29168
N -0.00438 4.51190 -2.37974
N -0.38845 0.50396 -1.56688
N -1.22658 0.97822 0.57131
C -1.56837 -3.67850 1.72174
C -0.62961 1.30630 -0.59939
C 0.41538 5.28370 -1.39084
C -1.36290 -1.66463 3.83301
C 0.59653 -0.69580 2.61544
C 0.19804 3.52885 0.20235
C -0.32820 3.26463 -2.11000
C -0.25582 2.71094 -0.82880
C 0.53773 4.84073 -0.08254
C -0.40216 -1.65870 2.68186
C -0.15329 -1.77013 -2.05598
C -0.51199 -2.61678 1.67069
C 0.39558 -2.57073 0.61056
C 2.57250 0.39198 1.49241
C 1.50764 -0.65919 1.56990
C -0.52836 -3.14547 -1.49042
C 1.39791 -1.61269 0.56881
H -0.37691 -3.90742 -2.25616
H -1.24724 -2.57548 4.41959
H -1.57394 -4.16310 2.69648
H -2.55869 -3.25180 1.55564
H -0.66285 2.65757 -2.93823
H -2.39311 -1.62863 3.48060
H 0.31392 3.14599 1.20754
H 0.66951 6.29893 -1.66480
H 0.89700 5.50018 0.69223
H -1.25325 1.63717 1.32789
H -1.31729 0.00175 0.79959
H 2.47458 0.95980 0.56716
H 0.66723 0.04052 3.40484
H 3.55882 -0.06914 1.49308
H 2.51053 1.07690 2.33495
H 2.08285 -1.61055 -0.26618
H -1.18760 -0.81399 4.48679
H -1.37676 -4.43288 0.96357
H -1.57881 -3.12336 -1.16822
*
```

Structure (SMILES): Cc1cc(C)c(C)c(OCC(=O)O/N=C(\N)c2cccnc2)c1
E: -28549.061 eV

Atom-resolved charges from natural (NBO), all expressed in e: atom 1 (O): -0.513, atom 2 (O): -0.541, atom 3 (O): -0.414, atom 4 (N): -0.407, atom 5 (N): -0.213, atom 6 (N): -0.803, atom 7 (C): -0.659, atom 8 (C): 0.393, atom 9 (C): 0.045, atom 10 (C): -0.632, atom 11 (C): -0.232, atom 12 (C): -0.166, atom 13 (C): 0.082, atom 14 (C): -0.127, atom 15 (C): -0.255, atom 16 (C): -0.033, atom 17 (C): 0.759, atom 18 (C): -0.005, atom 19 (C): 0.284, atom 20 (C): -0.631, atom 21 (C): -0.002, atom 22 (C): -0.151, atom 23 (C): -0.256, atom 24 (H): 0.218, atom 25 (H): 0.222, atom 26 (H): 0.219, atom 27 (H): 0.215, atom 28 (H): 0.218, atom 29 (H): 0.216, atom 30 (H): 0.211, atom 31 (H): 0.196, atom 32 (H): 0.222, atom 33 (H): 0.397, atom 34 (H): 0.419, atom 35 (H): 0.226, atom 36 (H): 0.202, atom 37 (H): 0.226, atom 38 (H): 0.209, atom 39 (H): 0.231, atom 40 (H): 0.216, atom 41 (H): 0.233, atom 42 (H): 0.183

---

No. 4
Here is a single C17H19N3O4S molecule at a distorted geometry from the OMol25 dataset. Energies are from ωB97M-V/def2-TZVPD.

```
! RIJCOSX wB97M-V def2-TZVPD def2/J DEFGRID3
* xyz 0 1
S 5.66150 -1.76342 -0.96957
O -2.28253 -2.24524 -0.40886
O 0.95149 -3.55961 -0.87500
O -4.53920 3.96166 2.49134
O -4.22406 1.24871 1.40145
N -0.33184 -1.05624 -0.59641
N 1.82730 -2.55199 -1.28421
N -0.61709 0.18693 -0.14352
C -3.20254 2.18708 1.40988
C -2.35716 4.39867 1.85603
C 3.05040 -2.70940 -0.93357
C -5.57395 3.09562 2.90655
C 3.53143 -3.89373 -0.15925
C -1.11032 -2.16128 -0.70559
C 4.81032 0.29246 -2.23467
C 5.94891 -0.25750 -1.73152
C -1.93932 1.83435 0.90123
C -0.91548 2.77819 0.85416
C -3.40370 3.47494 1.92261
C 3.67827 -0.50764 -2.00891
C 3.96367 -1.66756 -1.33031
C -0.35870 -3.34036 -1.34674
C -1.71060 0.47251 0.44883
C -1.13360 4.06012 1.31544
C -4.85131 1.08749 0.14484
H 6.94688 0.13271 -1.76100
H -6.19758 3.69460 3.57096
H -6.17915 2.75049 2.06459
H 4.78338 1.23686 -2.74778
H 2.87342 -4.05143 0.69469
H 0.03833 2.47511 0.45490
H -5.18379 2.23163 3.44696
H 2.68509 -0.25264 -2.32862
H -4.13621 0.80974 -0.63515
H -5.36626 2.00659 -0.16155
H -2.54562 5.38819 2.24182
H 0.63073 -1.14608 -0.92998
H -2.48990 -0.25437 0.65866
H -0.34595 4.79682 1.27152
H 3.46352 -4.78300 -0.78598
H -5.57669 0.28603 0.27256
H -0.89989 -4.25951 -1.11460
H -0.35727 -3.18685 -2.43469
H 4.55520 -3.76774 0.17934
*
```

Structure (SMILES): COc1cccc(/C=N/NC(=O)CO/N=C(\C)c2cccs2)c1OC
E: -41429.294 eV

Atom-resolved charges from natural (NBO), all expressed in e: atom 1 (S): 0.452, atom 2 (O): -0.605, atom 3 (O): -0.383, atom 4 (O): -0.499, atom 5 (O): -0.544, atom 6 (N): -0.455, atom 7 (N): -0.189, atom 8 (N): -0.245, atom 9 (C): 0.282, atom 10 (C): -0.240, atom 11 (C): 0.235, atom 12 (C): -0.238, atom 13 (C): -0.677, atom 14 (C): 0.624, atom 15 (C): -0.250, atom 16 (C): -0.402, atom 17 (C): -0.139, atom 18 (C): -0.193, atom 19 (C): 0.251, atom 20 (C): -0.209, atom 21 (C): -0.256, atom 22 (C): -0.155, atom 23 (C): 0.036, atom 24 (C): -0.205, atom 25 (C): -0.249, atom 26 (H): 0.240, atom 27 (H): 0.188, atom 28 (H): 0.172, atom 29 (H): 0.229, atom 30 (H): 0.248, atom 31 (H): 0.229, atom 32 (H): 0.188, atom 33 (H): 0.235, atom 34 (H): 0.183, atom 35 (H): 0.171, atom 36 (H): 0.224, atom 37 (H): 0.424, atom 38 (H): 0.218, atom 39 (H): 0.214, atom 40 (H): 0.244, atom 41 (H): 0.199, atom 42 (H): 0.224, atom 43 (H): 0.198, atom 44 (H): 0.223

---

No. 5
Here is a molecular structure, C17H19N3OS4 at a distorted geometry from the OMol25 dataset. Energies are from ωB97M-V/def2-TZVPD.

```
! RIJCOSX wB97M-V def2-TZVPD def2/J DEFGRID3
* xyz 0 1
S -1.89317 0.32866 1.90103
S 2.11714 -0.13824 2.75891
S -4.74558 0.66047 1.26727
S 2.61110 -2.51340 0.87488
O -3.15171 -2.29146 -0.83241
N 0.65308 0.57516 2.92577
N -0.59399 -2.64620 -0.34895
N 2.68286 0.29743 -0.56480
C 1.76702 0.47258 -1.68115
C -3.18710 -1.36142 -0.01179
C 3.23447 1.57172 -0.13223
C -6.73256 -0.27364 -0.05779
C -0.78517 -1.64750 0.52160
C -6.40527 0.69369 0.84330
C -0.22373 -0.02202 2.16228
C -4.46376 -0.68625 0.21268
C -1.99812 -0.98121 0.69706
C 0.24040 -1.10583 1.35725
C 4.05416 -1.50281 0.40251
C 1.59212 -1.28416 1.55755
C 1.15735 2.75493 -0.86450
C 2.13631 2.54470 0.28374
C 3.72330 -0.67658 -0.83635
C -5.62745 -1.05851 -0.41808
C 0.61752 1.39865 -1.29961
H -5.65689 -1.87697 -1.11430
H 4.85572 -2.21027 0.19513
H 2.28998 0.88726 -2.56224
H 0.33981 3.40445 -0.54940
H -7.04499 1.43035 1.28830
H -0.05441 1.50335 -2.15281
H 0.05572 0.95378 -0.47848
H 3.37988 -1.36062 -1.61718
H -7.72440 -0.41737 -0.44718
H 4.32074 -0.88342 1.25681
H 1.36736 -0.50927 -1.95007
H 1.66887 3.23342 -1.70382
H -1.42723 -2.96115 -0.83959
H 0.27120 -3.15723 -0.34585
H 3.83398 2.02801 -0.94242
H 3.90038 1.38780 0.71561
H 2.59429 3.49028 0.57836
H 1.60019 2.14762 1.14554
H 4.65059 -0.19876 -1.19456
*
```

E: -67796.380 eV

Atom-resolved charges from natural (NBO), all expressed in e: atom 1 (S): 0.358, atom 2 (S): 0.661, atom 3 (S): 0.464, atom 4 (S): 0.275, atom 5 (O): -0.633, atom 6 (N): -0.632, atom 7 (N): -0.764, atom 8 (N): -0.467, atom 9 (C): -0.213, atom 10 (C): 0.485, atom 11 (C): -0.217, atom 12 (C): -0.266, atom 13 (C): 0.275, atom 14 (C): -0.393, atom 15 (C): 0.064, atom 16 (C): -0.315, atom 17 (C): -0.378, atom 18 (C): -0.244, atom 19 (C): -0.508, atom 20 (C): -0.306, atom 21 (C): -0.397, atom 22 (C): -0.413, atom 23 (C): -0.227, atom 24 (C): -0.178, atom 25 (C): -0.404, atom 26 (H): 0.242, atom 27 (H): 0.235, atom 28 (H): 0.160, atom 29 (H): 0.214, atom 30 (H): 0.237, atom 31 (H): 0.213, atom 32 (H): 0.204, atom 33 (H): 0.208, atom 34 (H): 0.227, atom 35 (H): 0.220, atom 36 (H): 0.205, atom 37 (H): 0.192, atom 38 (H): 0.448, atom 39 (H): 0.402, atom 40 (H): 0.162, atom 41 (H): 0.198, atom 42 (H): 0.210, atom 43 (H): 0.214, atom 44 (H): 0.183

---

No. 6
Here is a single C17H19N5O2 molecule at a distorted geometry from the OMol25 dataset. Energies are from ωB97M-V/def2-TZVPD.

```
! RIJCOSX wB97M-V def2-TZVPD def2/J DEFGRID3
* xyz 0 1
O 3.00163 -0.13668 2.46207
O -1.69138 0.87360 4.42178
N 3.24647 -0.30088 0.23535
N -2.86694 0.84890 0.45007
N 1.27935 -0.43872 -1.12268
N -3.32883 1.51600 3.07458
N -0.90414 -0.12140 -0.23183
C 3.37667 -0.47119 -2.25944
C 2.45455 -0.18559 1.36312
C -2.06982 0.99399 3.27421
C 4.68181 -0.34441 0.28158
C -1.19142 0.58293 2.12377
C 2.60314 -0.40007 -0.99531
C -4.32039 1.67122 4.13242
C 0.48900 -0.22391 -0.00392
C -1.80063 0.28229 -2.51788
C 1.01672 -0.06104 1.24852
C 2.64093 -0.50909 -3.58061
C 0.08887 0.18731 2.37275
C 5.41244 -0.38086 -0.89437
C -1.68310 0.44397 0.78043
C 4.77802 -0.44807 -2.20181
C -1.47159 -0.77680 -1.46784
C -2.66976 -1.71780 -1.18317
H -3.95059 2.28591 4.97016
H 6.47348 -0.40074 -0.83699
H -3.19692 0.71904 -0.50097
H -2.87795 -2.34482 -2.07606
H 1.86923 -1.29879 -3.54125
H -2.31360 -0.14189 -3.36551
H -3.59406 -1.19802 -0.89099
H 0.48026 0.21146 3.37599
H 3.29707 -0.68635 -4.48591
H -2.42915 1.08091 -2.09255
H -0.75774 -1.47588 -1.91638
H -4.62587 0.69220 4.54326
H -3.64980 1.45002 2.09840
H -0.89305 0.71188 -2.87398
H 5.16071 -0.27517 1.25309
H 2.12596 0.44233 -3.67594
H -5.21635 2.14550 3.69905
H 5.41875 -0.45283 -3.07384
H -2.39201 -2.34846 -0.37139
*
```

Structure (SMILES): [H]/N=c1/c(C(=O)NC)cc2c(=O)n3cccc(C)c3nc2n1C(C)C
E: -29483.255 eV

Atom-resolved charges from natural (NBO), all expressed in e: atom 1 (O): -0.613, atom 2 (O): -0.633, atom 3 (N): -0.396, atom 4 (N): -0.768, atom 5 (N): -0.556, atom 6 (N): -0.631, atom 7 (N): -0.416, atom 8 (C): -0.002, atom 9 (C): 0.646, atom 10 (C): 0.662, atom 11 (C): 0.034, atom 12 (C): -0.212, atom 13 (C): 0.435, atom 14 (C): -0.410, atom 15 (C): 0.460, atom 16 (C): -0.616, atom 17 (C): -0.278, atom 18 (C): -0.638, atom 19 (C): -0.030, atom 20 (C): -0.257, atom 21 (C): 0.444, atom 22 (C): -0.168, atom 23 (C): -0.033, atom 24 (C): -0.617, atom 25 (H): 0.214, atom 26 (H): 0.229, atom 27 (H): 0.352, atom 28 (H): 0.219, atom 29 (H): 0.237, atom 30 (H): 0.213, atom 31 (H): 0.212, atom 32 (H): 0.264, atom 33 (H): 0.223, atom 34 (H): 0.204, atom 35 (H): 0.236, atom 36 (H): 0.192, atom 37 (H): 0.437, atom 38 (H): 0.222, atom 39 (H): 0.257, atom 40 (H): 0.233, atom 41 (H): 0.201, atom 42 (H): 0.226, atom 43 (H): 0.219

---

no.,gap between HOMO and LUMO (eV)
1,8.34
2,7.87
3,9.44
4,8.23
5,7.23
6,7.41